Entry from OMol25: a cluster of 15 separate species, C32H84BO22 in total (ωB97M-V/def2-TZVPD).

CARTESIAN COORDINATES (ANGSTROEM)
O -1.911 -3.223 0.115
C -1.316 -2.220 0.278
O 0.000 -1.997 0.162
B 0.207 -0.545 0.434
O -1.085 0.068 0.730
C -2.013 -0.846 0.614
O -3.197 -0.708 0.716
O 0.833 0.141 -0.771
C 1.799 0.927 -0.317
O 2.453 1.665 -0.975
C 2.041 0.593 1.213
O 1.078 -0.253 1.577
O 2.899 0.950 1.923
C 1.047 3.840 -3.627
C 1.828 4.986 -4.227
O 2.456 5.729 -3.149
H 1.647 3.082 -3.127
H 0.530 3.359 -4.454
H 0.351 4.307 -2.931
H 1.111 5.636 -4.765
H 2.565 4.679 -4.972
H 3.010 6.407 -3.531
C 2.728 -3.382 1.757
C 2.552 -4.784 1.344
O 3.817 -5.519 1.175
H 3.204 -2.699 1.049
H 3.266 -3.322 2.707
H 1.765 -2.912 1.897
H 2.133 -4.839 0.349
H 1.807 -5.256 1.988
H 4.416 -5.162 1.851
C -6.873 -3.881 0.691
C -5.517 -3.646 0.148
O -4.560 -4.236 1.053
H -7.633 -3.419 0.047
H -6.976 -3.475 1.704
H -7.095 -4.946 0.811
H -5.316 -2.569 -0.011
H -5.388 -4.131 -0.814
H -3.668 -3.960 0.772
C -6.486 0.580 -0.188
C -5.964 -0.099 -1.441
O -7.040 -0.993 -1.866
H -5.727 1.304 0.139
H -6.777 -0.128 0.594
H -7.342 1.199 -0.445
H -5.108 -0.714 -1.226
H -5.757 0.658 -2.187
H -6.780 -1.506 -2.632
C 3.022 5.318 4.097
C 2.808 3.840 3.806
O 4.035 3.248 3.490
H 3.760 5.437 4.912
H 2.138 5.774 4.520
H 3.403 5.807 3.204
H 2.060 3.666 3.025
H 2.366 3.355 4.684
H 3.891 2.517 2.867
C 5.917 -0.724 0.575
C 5.872 -0.772 2.094
O 7.093 -0.974 2.742
H 6.529 0.095 0.238
H 4.934 -0.546 0.144
H 6.311 -1.707 0.282
H 5.142 -1.522 2.413
H 5.506 0.153 2.538
H 7.557 -1.747 2.422
C -5.196 0.066 3.465
C -5.552 -1.384 3.100
O -5.642 -2.211 4.274
H -5.199 0.648 2.549
H -4.235 0.034 3.962
H -5.945 0.584 4.092
H -4.849 -1.717 2.340
H -6.517 -1.288 2.581
H -5.596 -3.113 3.938
C -1.326 -6.388 1.190
C -0.932 -7.799 1.387
O -0.908 -8.430 0.086
H -2.295 -6.400 0.689
H -0.622 -5.844 0.573
H -1.537 -5.888 2.133
H -1.624 -8.306 2.073
H 0.050 -7.903 1.853
H -0.535 -9.315 0.196
C -2.252 1.502 -1.992
C -2.923 1.405 -3.313
O -2.140 1.769 -4.451
H -1.934 2.490 -1.652
H -1.344 0.878 -1.997
H -2.862 1.084 -1.185
H -3.835 1.980 -3.408
H -3.240 0.371 -3.435
H -1.211 1.535 -4.260
C -3.751 -2.987 -3.180
C -4.016 -3.948 -4.338
O -4.591 -3.331 -5.482
H -3.258 -2.048 -3.446
H -3.103 -3.415 -2.414
H -4.694 -2.749 -2.664
H -4.679 -4.737 -3.994
H -3.052 -4.366 -4.632
H -5.399 -2.819 -5.324
C 1.138 6.073 1.158
C 1.363 4.951 0.146
O 2.583 4.313 0.458
H 1.894 6.858 1.058
H 1.127 5.704 2.175
H 0.174 6.540 0.947
H 1.363 5.352 -0.870
H 0.505 4.279 0.173
H 2.718 3.520 -0.096
C 0.804 0.684 4.981
C -0.404 1.150 4.220
O -1.595 1.177 5.043
H 1.014 1.276 5.878
H 1.706 0.771 4.386
H 0.567 -0.341 5.264
H -0.486 0.595 3.285
H -0.220 2.175 3.897
H -2.006 0.312 5.166
C 4.108 1.023 -5.631
C 3.992 1.598 -4.268
O 2.857 0.889 -3.688
H 3.309 1.469 -6.221
H 4.119 -0.062 -5.608
H 5.027 1.372 -6.090
H 3.781 2.678 -4.271
H 4.861 1.419 -3.633
H 2.654 1.229 -2.800
C 5.803 2.789 -0.524
C 6.169 3.640 -1.717
O 7.155 2.905 -2.522
H 5.269 1.911 -0.885
H 5.145 3.414 0.076
H 6.678 2.578 0.084
H 6.561 4.632 -1.468
H 5.284 3.792 -2.345
H 7.371 3.411 -3.309

Computed properties:
orbital gap	9.72	eV
LUMO level	0.07554	Eh
charge	-1
energy relative to the best compared isomer or geometry (same formula, charge and spin)	122.1	kJ/mol

Atomic partial charges in e from the Mulliken method, atoms 1 to 2: number 1, O, carries -0.517; number 2, C, carries 0.422